1.
This record from OMol25 describes a 4-piece molecular cluster, C3H15NO3 overall in a non-equilibrium geometry. The level of theory is the ωB97M-V functional and the def2-TZVPD basis.

Values from the calculation:
- LUMO level: 0.59 eV
- Net charge: 0
- Relative energy (zero: lowest compared OMol25 entry of this formula, charge and spin): 8.35 kcal per mole
- HOMO-LUMO gap: 11.18 eV

Geometry (Å):
C -0.47910 1.55448 1.61322
C 0.26491 0.83232 0.48967
C 1.50104 0.10184 0.99094
N 0.60768 1.69425 -0.67985
H -0.77637 0.81537 2.36421
H -1.29364 2.18761 1.27520
H 0.11088 2.24829 2.22283
H -0.46584 0.11923 0.06391
H 1.72062 -0.76430 0.34150
H 1.30673 -0.40145 1.94866
H 2.36586 0.76073 0.99794
H -0.21021 2.30912 -0.71622
H 1.31771 2.38169 -0.42572
O -1.27967 -1.96449 -1.75001
H -1.00006 -2.81598 -2.07556
H -0.50305 -1.41792 -1.98294
O 0.99105 -0.43305 -2.57651
H 0.84688 0.35536 -1.98582
H 1.75518 -0.83298 -2.13527
O -2.62858 -2.39224 0.79281
H -2.30206 -2.14246 -0.09312
H -1.84998 -2.19542 1.32014

2.
This record from OMol25 describes one molecule with the formula C6H12. The level of theory is the ωB97M-V functional and the def2-TZVPD basis.

Values from the calculation:
- LUMO level: 0.54 eV
- Net charge: 0
- Relative energy (zero: lowest compared OMol25 entry of this formula, charge and spin): 113.36 kcal per mole
- HOMO-LUMO gap: 7.45 eV

Geometry (Å):
C -0.75705 -1.68109 0.16273
C 0.12758 -1.35018 1.20716
C 0.52469 0.45209 1.29412
C 0.89519 1.02438 0.07772
C -0.02233 1.71789 -0.86984
C -0.33104 0.42148 -1.56918
H -0.49897 -0.55465 -0.77888
H -1.82717 -1.61896 0.34109
H -0.46043 -2.43141 -0.56522
H -0.26571 -1.41346 2.21972
H 1.11721 -1.80282 1.14473
H 1.33666 0.37162 2.01217
H -0.37430 0.86536 1.75454
H 1.90827 0.85138 -0.28178
H -0.89854 2.13448 -0.36265
H 0.44507 2.50552 -1.47281
H 0.41536 0.16842 -2.32549
H -1.33449 0.33997 -1.98812

3.
This record from OMol25 describes a 2-piece molecular cluster, C2H4Br2S overall in a non-equilibrium geometry. The level of theory is the ωB97M-V functional and the def2-TZVPD basis.

Values from the calculation:
- LUMO level: -1.00 eV
- Net charge: 0
- Relative energy (zero: lowest compared OMol25 entry of this formula, charge and spin): 43.26 kcal per mole
- HOMO-LUMO gap: 7.64 eV

Geometry (Å):
C -1.50488 0.35138 -0.25753
C 1.58541 -0.42987 0.13874
S -0.37063 0.85361 1.07048
Br 1.26537 -2.12326 0.81253
Br 3.08615 0.65893 0.56863
H -2.49178 0.39469 0.14669
H -1.38368 -0.55103 -0.73581
H -1.46910 1.21180 -0.88062
H 1.28314 -0.36625 -0.86311

4.
This record from OMol25 describes C7H8Cl2O4PmPr as an isolated structure in a non-equilibrium geometry. The level of theory is the ωB97M-V functional and the def2-TZVPD basis.

Values from the calculation:
- LUMO level (alpha / beta): -17.46 / -17.35 eV
- Net charge: +4
- Relative energy (zero: lowest compared OMol25 entry of this formula, charge and spin): 55.09 kcal per mole
- Multiplicity: 7
- HOMO-LUMO gap (alpha / beta): 5.02 / 5.15 eV

Geometry (Å):
Pr -1.74379 -1.05243 -5.08272
Pm -0.46002 -1.01926 -0.22857
Cl -2.69698 -3.19678 -4.16232
Cl -2.48421 0.45110 -0.30781
C 0.88868 0.98619 -0.52452
C 0.35162 -1.60416 -4.14004
C -0.64126 0.68054 -3.77222
O 1.48951 1.97630 -0.48119
O 1.38173 -1.72498 -3.60227
O 0.03723 1.43434 -3.19681
C -0.90145 0.32164 4.00770
C -0.61954 -1.17831 4.20014
C -0.23664 -1.74080 2.82823
O -0.25748 -0.60174 1.90674
C -0.43324 0.68698 2.59655
H -1.97332 0.51632 4.10462
H -0.38668 0.92137 4.75909
H -1.49407 -1.69903 4.60074
H 0.21131 -1.32512 4.89608
H 0.77384 -2.16448 2.79748
H -0.95584 -2.48138 2.45356
H -1.16022 1.26041 2.01448
H 0.53714 1.19509 2.57527

5.
This record from OMol25 describes C2H6N2O3 as an isolated structure in a non-equilibrium geometry. The level of theory is the ωB97M-V functional and the def2-TZVPD basis.

Values from the calculation:
- LUMO level: 0.55 eV
- Net charge: 0
- Relative energy (zero: lowest compared OMol25 entry of this formula, charge and spin): 161.18 kcal per mole
- HOMO-LUMO gap: 8.99 eV

Geometry (Å):
C -1.45532 -0.45838 1.20949
N -0.27520 -0.00645 -0.24848
C 1.14502 0.02208 0.11295
N 1.91275 0.74911 -0.72108
O -0.83090 -1.29297 -0.34939
O -0.55598 0.72857 -1.45041
O 1.49603 -0.52660 1.12892
H -1.00187 0.03681 -1.97218
H 1.52241 1.15724 -1.55390
H 2.88587 0.85810 -0.49285
H -2.30929 0.08841 0.83217
H -0.84958 0.09297 1.92171
H -1.68395 -1.44890 1.58305

6.
This record from OMol25 describes C44H46BN5O4Pm as an isolated structure in a non-equilibrium geometry. The level of theory is the ωB97M-V functional and the def2-TZVPD basis.

Values from the calculation:
- LUMO level (alpha / beta): -3.00 / -2.98 eV
- Net charge: +1
- Multiplicity: 5
- HOMO-LUMO gap (alpha / beta): 6.86 / 6.89 eV

Geometry (Å):
Pm -1.15299 -0.31201 0.10855
O -5.35228 5.86581 1.65781
C -4.12113 5.61234 2.28422
C -3.51346 4.34494 1.75446
C -2.17207 4.04793 1.98951
C -1.65510 2.86566 1.49543
N -2.37262 1.97569 0.81148
C -3.67540 2.23701 0.60675
C -4.27207 3.41527 1.05639
C -4.44159 1.17622 -0.07862
C -5.82352 1.24771 -0.24786
C -6.50040 0.20667 -0.86892
C -7.99269 0.23191 -1.03223
O -8.46694 1.55283 -0.97668
C -5.75247 -0.88441 -1.30660
C -4.38441 -0.87903 -1.10406
N -3.73052 0.11240 -0.49937
H -5.68936 6.71803 1.95234
H -4.25412 5.48728 3.37196
H -3.41762 6.44115 2.12310
H -1.54220 4.71567 2.55738
H -0.61589 2.59796 1.66750
H -5.31188 3.63448 0.87682
H -6.39229 2.09749 0.08952
H -8.42394 -0.37406 -0.21713
H -8.26177 -0.24523 -1.98338
H -9.40842 1.56324 -1.17865
H -6.22336 -1.72495 -1.79233
H -3.76732 -1.70377 -1.45281
C 4.80938 1.46568 -3.55429
C 3.96774 0.84577 -4.62916
C 4.46194 0.68009 -5.91423
C 3.69883 0.10175 -6.91212
C 2.41220 -0.32133 -6.63350
C 1.89067 -0.16135 -5.36259
C 2.66301 0.41844 -4.36080
N 2.12059 0.64082 -3.08283
C 1.11884 -0.06053 -2.45685
N 1.09007 -1.37844 -2.70605
C 0.27019 -2.45983 -2.28181
C -0.84437 -2.26980 -1.43234
C -1.53590 -3.46669 -1.12614
C -1.17113 -4.71560 -1.60248
C -0.06568 -4.83399 -2.42488
C 0.66542 -3.71320 -2.78439
C 1.87252 -3.88664 -3.66987
N 0.33151 0.53438 -1.59560
C 0.45178 1.94183 -1.46456
C 1.14848 2.45341 -0.36680
C 1.32449 3.82079 -0.22913
C 0.77212 4.68659 -1.16098
C 0.04905 4.17952 -2.22813
C -0.10842 2.81269 -2.41162
C -0.83382 2.26980 -3.60705
H 5.82622 1.60931 -3.90805
H 4.83887 0.82576 -2.67301
H 4.41706 2.44036 -3.25842
H 5.46274 1.01641 -6.13500
H 4.11095 -0.01174 -7.90183
H 1.80642 -0.75997 -7.40995
H 0.87302 -0.45851 -5.14932
H 2.34031 1.53590 -2.66752
H 1.83548 -1.68068 -3.31884
H -2.40808 -3.42097 -0.46779
H -1.73776 -5.59633 -1.33024
H 0.24864 -5.80524 -2.78254
H 1.96735 -4.93229 -3.95412
H 2.79081 -3.60265 -3.15095
H 1.79062 -3.30326 -4.58931
H 1.58656 1.74747 0.33750
H 1.90232 4.20823 0.59620
H 0.91358 5.75240 -1.06567
H -0.37494 4.85435 -2.95650
H -1.49923 3.01990 -4.02782
H -1.41175 1.38423 -3.33357
H -0.12123 1.98133 -4.38190
C 4.27913 -4.41123 5.38630
C 3.98962 -3.04556 6.02445
C 3.90768 -3.23650 7.54209
C 5.14561 -2.07643 5.73135
C 2.70611 -2.46585 5.43779
C 1.57984 -2.21693 6.22351
C 0.42662 -1.63002 5.72490
C 0.41767 -1.30248 4.38697
O -0.55080 -0.71995 3.63215
B -0.07399 -0.59783 2.31134
O 1.23391 -1.15228 2.30795
C 1.52101 -1.56710 3.57480
C 2.66740 -2.14250 4.08066
H 5.18320 -4.84115 5.81229
H 4.41774 -4.32731 4.31246
H 3.45520 -5.09652 5.57102
H 4.85738 -3.60922 7.91923
H 3.14101 -3.96022 7.80608
H 3.69946 -2.29475 8.04335
H 6.06509 -2.42650 6.19440
H 4.91897 -1.09001 6.12949
H 5.32619 -1.98146 4.66502
H 1.58199 -2.47142 7.26898
H -0.42806 -1.42824 6.35171
H 3.50239 -2.32095 3.42400

7.
This record from OMol25 describes C22H51FO16P3Tl as an isolated structure in a non-equilibrium geometry. The level of theory is the ωB97M-V functional and the def2-TZVPD basis.

Values from the calculation:
- LUMO level: -12.45 eV
- Net charge: +2
- Relative energy (zero: lowest compared OMol25 entry of this formula, charge and spin): 0.00 kcal per mole
- HOMO-LUMO gap: 2.36 eV

Geometry (Å):
Tl 23.51250 -26.99764 12.22736
C 19.78163 -28.36653 10.92303
O 20.75270 -27.85462 11.66195
H 20.20087 -29.05992 10.14655
H 19.15567 -29.06732 11.48794
H 19.20685 -27.67644 10.28336
C 16.10587 -27.45780 11.06613
C 16.29646 -28.53484 10.00953
O 16.39702 -27.82339 8.78968
C 16.70165 -26.53524 9.05043
O 17.06278 -25.74738 8.24566
O 16.52294 -26.26459 10.35328
F 15.19736 -29.30935 9.95245
H 16.76109 -27.46908 11.93624
H 15.09586 -27.17352 11.35806
H 17.21529 -29.09978 10.17765
C 12.93095 -27.68979 14.07375
C 13.23901 -28.92479 14.93251
O 14.62180 -29.32483 14.78683
P 15.82020 -28.41560 15.30224
O 16.18484 -27.28961 14.41090
O 16.96627 -29.47028 15.67187
C 17.61730 -30.31051 14.71229
C 16.72101 -31.29123 13.95930
O 15.31742 -27.98791 16.76796
C 16.08449 -27.02260 17.51427
C 17.37931 -27.56103 18.10662
H 13.21457 -27.99018 13.05960
H 11.87464 -27.43783 14.07526
H 13.58515 -26.86279 14.34427
H 13.10680 -28.62960 15.97302
H 12.60209 -29.74776 14.62731
H 18.18219 -29.78954 13.93328
H 18.35854 -30.86886 15.28108
H 16.05989 -30.69751 13.32212
H 17.34404 -31.85020 13.26154
H 16.11061 -31.94565 14.57485
H 16.36522 -26.20033 16.84988
H 15.40866 -26.68609 18.29463
H 18.06929 -28.06151 17.43131
H 17.98019 -26.74893 18.52796
H 17.13892 -28.16260 18.98517
C 18.94740 -24.62450 11.43526
C 19.62047 -25.05656 12.75662
O 20.46264 -24.11978 13.40725
P 21.63395 -23.35256 12.60469
O 22.60702 -24.32880 12.07686
O 20.93942 -22.47104 11.46672
C 21.71402 -21.65319 10.59535
C 20.95165 -21.45463 9.28916
O 22.21197 -22.34973 13.68302
C 21.37823 -21.33440 14.28566
C 22.12560 -20.04945 14.55834
H 18.26313 -25.45731 11.26900
H 18.41744 -23.67519 11.47435
H 19.71836 -24.55077 10.66819
H 18.86730 -25.35870 13.48517
H 20.12312 -26.01076 12.46786
H 21.94326 -20.67649 11.03538
H 22.71943 -22.04216 10.40403
H 21.47121 -20.69708 8.70494
H 20.93996 -22.37739 8.71070
H 19.94139 -21.13528 9.53783
H 20.62275 -21.07678 13.53567
H 20.83682 -21.72873 15.14400
H 23.09767 -20.16335 15.03974
H 22.27330 -19.45861 13.65492
H 21.55556 -19.42055 15.24366
C 22.27284 -32.37521 17.09341
C 22.01401 -32.66132 15.61736
O 22.63215 -31.71824 14.72065
P 21.75704 -30.51805 14.11860
O 22.61862 -29.50774 13.45352
O 20.59074 -31.20108 13.28020
C 20.96683 -31.76957 12.00823
C 19.73783 -32.17973 11.24270
O 20.94147 -30.05478 15.39335
C 21.18625 -28.78683 16.04506
C 20.60990 -27.59110 15.31678
H 21.93378 -33.21827 17.69749
H 23.33017 -32.24139 17.31677
H 21.67447 -31.52984 17.43016
H 22.39685 -33.64482 15.35274
H 20.93013 -32.64332 15.48695
H 21.61144 -31.05520 11.47373
H 21.70884 -32.56212 12.15286
H 19.11900 -31.36201 10.86751
H 19.95776 -32.77858 10.36058
H 19.15595 -32.76840 11.95342
H 20.69812 -28.88562 17.01408
H 22.25056 -28.73960 16.27960
H 21.15923 -27.22017 14.45030
H 19.55706 -27.71216 15.04862
H 20.56352 -26.75158 16.01745

8.
This record from OMol25 describes one molecule with the formula C2H6O2 in a non-equilibrium geometry. The level of theory is the ωB97M-V functional and the def2-TZVPD basis.

Values from the calculation:
- LUMO level: 0.71 eV
- Net charge: 0
- Relative energy (zero: lowest compared OMol25 entry of this formula, charge and spin): 72.04 kcal per mole
- HOMO-LUMO gap: 11.02 eV

Geometry (Å):
O -0.35761 -0.59759 -1.70470
C 0.16199 -0.61522 -0.39817
C -0.22738 0.60011 0.35775
O 0.50575 0.72459 1.66968
H -1.41885 -0.75048 -1.46528
H -0.16726 -1.62345 0.36167
H 1.30206 -0.76977 -0.46182
H 0.08509 1.42832 -0.40937
H -1.10934 0.59459 0.69251
H 1.22556 1.00892 1.35772

| no. | E (hartree) |
| --- | --- |
| 1 | -403.77394 |
| 2 | -235.63758 |
| 3 | -5624.72071 |
| 4 | -2616.52918 |
| 5 | -414.83876 |
| 6 | -2912.18327 |
| 7 | -3368.66531 |
| 8 | -230.16581 |